{"formula": "C41H44F5N3O3SiTeY", "method": "wB97M-V/def2-TZVPD", "symbols": ["F", "C", "H", "H", "H", "F", "C", "H", "C", "C", "C", "H", "C", "C", "H", "H", "H", "C", "H", "C", "H", "C", "H", "C", "C", "C", "H", "Si", "C", "O", "H", "C", "H", "H", "H", "N", "Te", "C", "H", "C", "C", "H", "C", "C", "C", "N", "H", "Y", "C", "C", "H", "H", "F", "H", "C", "H", "H", "C", "C", "H", "C", "N", "H", "H", "C", "C", "C", "C", "H", "C", "C", "H", "H", "H", "H", "C", "O", "C", "C", "C", "O", "C", "H", "H", "H", "H", "H", "C", "F", "C", "H", "H", "H", "H", "H", "H", "C", "H", "F"], "positions_angstrom": [[-0.07950, 3.21908, 4.32250], [-2.20576, 6.43910, -2.09681], [0.52815, -0.52701, 7.38914], [-2.78254, 1.83926, -4.91684], [0.74939, -3.49429, -0.51963], [3.79288, 2.82070, 0.52404], [1.25103, -2.81470, -1.21961], [-0.65472, 7.88714, -1.75527], [0.10155, 2.94966, -2.35777], [2.07514, -0.51904, -1.30759], [0.21872, -0.76216, 6.37837], [2.95173, -0.73780, -1.93764], [-2.30769, 4.57012, -0.55897], [0.88922, 3.10601, 3.40168], [0.47639, -2.44077, -1.89041], [0.01616, 0.50693, -5.50666], [2.39213, -2.85670, 1.09489], [-0.58361, -5.88241, 1.43363], [1.23520, -0.35462, -1.98740], [-1.73732, -0.80310, -2.90271], [-1.50724, -1.88035, 6.99298], [2.09096, 3.77210, 3.57937], [-2.59969, 6.94620, -2.97034], [0.55235, -0.60032, 4.00175], [0.67390, 2.31883, 2.30136], [2.25960, -3.61190, -2.04638], [-2.09075, 3.42863, -4.57412], [-0.78239, 1.67416, -3.39862], [0.20336, -3.87038, 2.48427], [-3.40286, -1.60865, 2.77062], [1.84064, 0.29928, 5.45333], [-1.98943, -1.89944, -2.06495], [-2.22993, -2.38670, 4.68415], [-3.38292, -4.19068, -4.07498], [-3.63547, 4.85261, -2.21853], [1.28254, 1.25864, 0.26162], [-3.12967, 2.72120, 0.08069], [-0.92279, -1.52142, 6.15496], [-3.01077, -2.33258, -5.67500], [-1.04264, -1.69738, 2.36018], [-1.93261, -3.88674, 1.39292], [-3.05727, 2.59855, -3.34584], [0.42295, 1.21131, -4.78097], [-0.63691, 6.30951, -0.29380], [4.18399, -2.07586, 0.17923], [-1.14185, 0.30934, -2.37139], [1.12631, -0.23522, 3.16132], [-0.99529, 0.68075, -0.06514], [1.61434, 2.09211, 1.27009], [-1.22971, 5.12980, 0.13202], [1.32752, 0.76702, -4.35773], [-2.00151, -0.24216, -4.96784], [4.20598, 4.25598, 2.67531], [0.26101, -1.62787, 0.78694], [-2.14033, -1.02409, -4.23572], [0.32667, 3.82577, -2.97381], [-0.84416, 4.62275, 1.00930], [-2.92952, -3.26411, -3.75100], [2.71521, -1.94264, 0.58722], [2.90441, -4.23145, -1.42417], [-2.71772, -2.22033, -4.63791], [1.72776, -1.65822, -0.45678], [1.71968, -4.27626, -2.72329], [2.63572, -1.14263, 1.32952], [3.02824, 3.60335, 2.58156], [-2.55096, -3.09458, -2.42190], [-2.79281, 5.25491, -1.67078], [-0.59365, -1.35311, 3.77493], [2.70442, 1.49451, -1.31824], [0.39188, -5.20292, 2.14928], [2.38799, 0.76946, -0.55523], [4.54507, -1.18434, -0.33503], [4.37058, -2.93069, -0.46591], [0.95926, -3.34249, 3.05439], [-2.51823, -5.75113, 0.51839], [-0.95307, -3.19640, 2.09860], [-0.15299, -1.03781, 1.44656], [0.95341, -0.30262, 5.29820], [-1.11875, 6.96892, -1.41693], [-1.32873, -1.81658, 4.86403], [-2.55910, -0.23345, 1.22133], [-2.32272, 2.45228, -4.14091], [1.04533, 2.58165, -1.96373], [2.88951, -2.96141, -2.65532], [3.27711, 0.60457, 0.06116], [-2.68239, -3.86518, -1.67427], [4.79153, -2.19639, 1.07834], [-1.74674, -5.22246, 1.06481], [-0.52717, 1.67912, 2.18009], [2.81682, 2.81451, 1.46700], [-0.49860, 3.32543, -1.53081], [0.72332, 2.11190, -5.32401], [1.29812, -5.71169, 2.45422], [2.27653, 4.39724, 4.43793], [0.20750, 6.71044, 0.25455], [-0.44138, -6.92333, 1.17150], [-2.48774, -1.14065, 2.11404], [-2.84642, -3.38078, 1.11313], [-1.59319, -1.71287, -0.75877]], "e_above_lowest_kj_mol": 0.00, "total_charge": -1, "e_homo_ha": -0.162, "gap_ev": 6.8}

=====

{"formula": "C24H24N2O3S", "method": "wB97M-V/def2-TZVPD", "symbols": ["C", "C", "H", "H", "H", "H", "C", "H", "C", "O", "C", "C", "H", "C", "C", "H", "O", "C", "H", "S", "H", "C", "H", "N", "H", "C", "C", "H", "C", "H", "C", "C", "H", "C", "N", "C", "H", "C", "C", "C", "H", "C", "C", "H", "H", "H", "H", "C", "H", "C", "H", "H", "O", "H"], "positions_angstrom": [[-2.00728, -2.87393, 0.07471], [3.33891, -0.80473, -1.97044], [-4.75678, 1.72504, 5.28108], [-1.29728, 1.91861, -3.66741], [-3.18905, 1.56872, -1.52573], [0.55513, 1.86163, -0.78399], [-0.97204, 1.17074, 0.66794], [-0.60080, 0.28835, -3.61849], [-0.37193, 1.61951, 1.84320], [1.75416, -2.65689, -1.17198], [3.67795, 0.54328, -1.95708], [0.16590, -1.84643, 1.52990], [5.29970, 1.96165, -1.98401], [-0.61862, 1.25649, -3.10741], [6.00525, -0.08647, -2.14663], [-4.88155, 2.26556, 3.55344], [-3.05192, 1.45030, 4.25981], [-1.66598, -3.39354, 1.33785], [0.99924, -1.44960, 2.11526], [1.61919, -1.34656, -1.77200], [-2.12808, 2.68625, -0.61145], [4.29719, -1.80129, -2.11215], [-0.37634, -3.20740, 3.11397], [-1.14198, 1.10240, -1.73746], [-4.07069, 0.42139, 1.93754], [-0.62174, -2.85565, 2.09932], [1.76131, 0.07056, 0.52055], [6.40437, -2.21701, -2.27980], [-4.50835, 1.48358, 4.24260], [-4.92030, 0.49840, 3.95675], [-0.14918, 1.02305, -0.62597], [-2.40043, 1.23883, 3.08805], [-2.24514, -4.22539, 1.72929], [-3.02007, 0.73264, 1.92611], [2.76926, 0.10567, 1.12402], [5.02641, 0.90600, -2.03261], [3.98185, -2.84308, -2.13051], [-1.03802, 1.59158, 3.04661], [-0.15551, -1.31380, 0.27660], [-2.22913, 2.09561, -1.53134], [0.67406, 1.90698, 1.80305], [-2.27212, 0.63947, 0.76769], [0.62065, -0.15311, -0.35639], [-0.53659, 1.86645, 3.96962], [0.38876, 1.70761, -3.14406], [-2.27315, 2.80828, -2.35678], [-2.72899, 0.10337, -0.06367], [-1.25078, -1.82020, -0.43516], [-2.83361, -3.27927, -0.52858], [5.64431, -1.43818, -2.19206], [-1.52573, -1.30018, -1.35583], [7.05735, 0.19638, -2.18710], [0.90630, -1.19433, -3.01693], [2.89192, 1.29267, -1.86191]], "e_above_lowest_kj_mol": 495.27, "smiles": "COc1ccc([C@H](N(C)C)[C@@](C#N)(c2ccccc2)S(=O)(=O)c2ccccc2)cc1", "total_charge": 0, "e_homo_ha": -0.302, "gap_ev": 8.3}

=====

{"formula": "C5H8N2O", "method": "wB97M-V/def2-TZVPD", "symbols": ["C", "H", "H", "C", "H", "N", "C", "H", "N", "C", "H", "H", "O", "H", "H", "C"], "positions_angstrom": [[0.08752, -0.47968, 0.01743], [1.51486, -0.92422, -1.66823], [0.80781, 0.36613, 1.67117], [1.40806, -1.09109, -0.53307], [-2.29087, 0.83047, 0.99080], [-0.10962, 0.03350, 1.38061], [-1.76479, 1.41492, -0.07819], [0.60009, 1.58672, 0.48632], [-1.86217, -2.19015, -0.50205], [-1.11830, -1.25547, -0.21833], [-2.34201, 0.62206, -1.34746], [1.47578, -2.01990, -0.22285], [2.40206, -0.18226, 0.13384], [3.25557, -0.34920, -0.15243], [-1.74277, 2.67424, -0.14913], [-0.32122, 0.96392, 0.19157]], "e_above_lowest_kj_mol": 672.68, "total_charge": 0, "e_homo_ha": -0.370, "gap_ev": 10.5}

=====

{"formula": "C31H68ClN12O6P3", "method": "wB97M-V/def2-TZVPD", "symbols": ["H", "H", "N", "H", "H", "C", "H", "H", "O", "H", "H", "H", "H", "C", "H", "N", "O", "O", "H", "C", "P", "H", "H", "C", "O", "Cl", "C", "N", "H", "C", "H", "C", "H", "H", "P", "H", "H", "H", "O", "H", "H", "H", "H", "N", "H", "H", "C", "N", "C", "H", "H", "N", "N", "C", "H", "C", "H", "N", "C", "H", "H", "H", "H", "C", "H", "N", "H", "C", "N", "C", "H", "C", "C", "H", "H", "H", "H", "N", "H", "N", "H", "C", "C", "C", "H", "C", "C", "H", "H", "H", "H", "H", "C", "H", "H", "H", "H", "H", "H", "H", "H", "H", "H", "H", "H", "C", "O", "C", "C", "H", "C", "C", "C", "H", "P", "H", "H", "C", "H", "H", "C"], "positions_angstrom": [[7.73261, 1.36051, 0.69861], [10.65058, -1.38460, 1.35423], [2.75144, -3.08955, 2.75654], [-0.22896, -3.03668, -2.99028], [-2.48390, 1.05499, -2.59381], [2.23195, -4.18911, 6.30788], [10.92224, 0.28091, 1.89101], [8.60105, -0.50733, 6.76878], [-4.81947, -3.36831, -4.19119], [7.38780, -1.45501, 5.90676], [-9.60592, 6.27513, -4.79488], [4.82293, -3.73062, 5.03883], [10.19043, -2.09124, 5.18740], [7.80341, -0.45411, 6.01660], [0.07269, -0.55922, -0.78751], [-7.24340, 3.35956, -4.60318], [-8.43846, -0.73281, -3.20034], [-6.39118, 2.87472, -6.85265], [7.00662, 0.19091, 6.40208], [-4.95882, 0.31242, -0.58983], [1.83167, -2.50252, 4.06445], [-9.57618, 4.52259, -4.70741], [-4.27875, 6.57917, -5.33499], [-2.87437, -2.54166, -2.20320], [-1.60842, -2.27361, -1.65012], [-7.51825, 1.19427, -0.98091], [-7.33388, -1.17674, -3.21343], [-5.50007, 5.08166, -6.14311], [-4.17158, 5.02317, -4.50850], [-7.99508, 2.11767, -4.73426], [6.73132, -1.17311, 0.85460], [10.95764, -0.76464, 2.19453], [-5.30312, 2.72981, -3.99345], [-4.90276, 6.31256, -7.74295], [8.42242, -1.03470, 3.43390], [-0.22147, -2.01633, 5.80611], [-1.04125, -4.82805, 3.83734], [11.60842, -2.29574, 4.17945], [7.03446, -1.61971, 3.43054], [0.15753, 1.15410, -0.40107], [1.43569, -3.69766, 6.86464], [-5.58401, 6.08417, -4.28818], [-1.29108, -3.40309, 5.62736], [-4.82904, 1.29491, 0.39795], [-0.31847, -3.91451, 2.50004], [9.50594, 1.68324, 4.15455], [7.80587, 1.08970, 1.75329], [2.75571, -3.36532, 5.22230], [-3.86854, -0.53848, -0.86625], [-8.50437, 1.88384, -3.79873], [4.61329, -2.30998, 2.15291], [10.13630, -0.97645, 3.38441], [-6.84058, -2.20737, -4.06422], [-0.67727, -3.26594, -2.01823], [8.46919, 1.83305, 2.19661], [10.86500, -1.56860, 4.50982], [8.21560, -2.12772, 0.93597], [-2.69661, -0.33575, -0.08487], [3.54226, -2.14653, 1.97980], [-0.33844, 0.02495, 0.86834], [-5.93825, 4.18471, -3.17091], [0.12709, -3.24779, -1.28262], [6.80578, 1.18374, 2.19987], [-3.94267, -1.53413, -1.84137], [8.13856, -0.74192, -0.14624], [-7.92822, 5.41031, -5.73135], [1.98408, -4.62931, 1.54036], [7.82587, -1.11194, 0.83364], [8.35306, -0.24763, 1.88361], [-5.14522, -1.60614, -2.55925], [1.85585, -5.13505, 5.91915], [-6.21163, -0.77454, -2.29298], [-4.85936, 5.70927, -5.01556], [-1.16463, 1.97155, -1.93492], [-6.74807, -1.74939, -4.97455], [2.76217, -5.17940, 3.04464], [3.31725, -1.11905, 2.26203], [8.32673, 0.03825, 4.75389], [-4.66701, 0.91724, 1.32051], [0.44177, -3.48337, 4.44396], [-9.15939, 6.65420, -6.94619], [-2.09045, 1.47290, -1.66484], [-8.10605, 6.46565, -6.73208], [-0.62828, -2.72587, 5.08140], [-2.77815, -2.54392, -3.29239], [4.14922, -2.94907, 5.40158], [-6.20826, 3.21719, -3.59823], [3.74107, -4.61228, 1.71639], [4.38907, -2.73944, 6.44612], [-5.17852, 4.62367, -8.17400], [4.36608, -2.04132, 4.83968], [-8.48188, 5.48583, -3.70226], [-0.38631, 0.22993, -0.19922], [3.02436, -4.42707, 7.02088], [-5.58935, 1.95600, 0.38231], [-7.64919, 7.39646, -6.38154], [7.78682, 2.04998, 4.43427], [0.55476, -5.25051, 3.30247], [-6.57184, 2.62351, -2.75444], [-2.81500, 2.18380, -1.27081], [3.34247, -2.24286, 0.90612], [-7.63393, 6.19866, -7.67713], [-7.35141, 1.27122, -5.00445], [8.88941, 1.77352, 5.78387], [-3.22418, -3.53246, -1.88947], [-6.15101, 0.18624, -1.30478], [1.10049, -1.35436, 3.42142], [-1.81873, 0.41925, -0.61781], [-5.49639, -2.53481, -3.67778], [11.37253, -0.78556, 5.08144], [-8.94736, 5.41075, -4.68442], [2.80089, -4.43433, 2.24558], [8.63594, 1.44619, 4.77199], [-8.76221, 2.20836, -5.50730], [-6.89421, 4.10056, -6.13624], [-1.10369, -4.27164, -2.01137], [-1.22362, -2.15643, 4.35815], [-0.10883, -4.40006, 3.46422], [-3.72117, 5.06190, -7.29035], [12.00216, -1.00278, 2.40597], [-4.78974, 5.27735, -7.39481]], "smiles": "COCc1c(N=C(C)C)c(N)c(Cl)c2c1C(=O)NC2=O.CN(C)P(=O)(N(C)C)N(C)C.CN(C)P(=O)(N(C)C)N(C)C.CN(C)P(=O)(N(C)C)N(C)C", "total_charge": 0, "e_homo_ha": -0.292, "gap_ev": 8.0}